{"formula": "C6H19NSi2", "method": "wB97M-V/def2-TZVPD", "elements": ["C", "C", "C", "C", "C", "C", "N", "Si", "Si", "H", "H", "H", "H", "H", "H", "H", "H", "H", "H", "H", "H", "H", "H", "H", "H", "H", "H", "H"], "positions_angstrom": [[3.565, 0.955, 0.798], [-2.920, -1.386, 1.268], [-2.458, -0.263, -1.298], [1.235, -1.580, 0.259], [1.059, 0.563, -2.112], [2.126, 1.446, 0.723], [-1.652, 1.140, 1.364], [-2.906, 0.342, 0.516], [1.049, 0.242, -0.244], [4.170, 1.538, 1.471], [3.779, -0.121, 1.156], [3.967, 0.803, -0.163], [-1.905, -1.833, 1.347], [-3.323, -1.538, 2.333], [-3.509, -2.062, 0.665], [-1.615, -0.850, -1.364], [-3.331, -0.963, -1.635], [-2.380, 0.400, -2.097], [2.222, -1.857, 0.055], [0.886, -1.734, 1.279], [0.749, -2.129, -0.505], [0.624, -0.160, -2.797], [0.245, 1.298, -2.132], [2.134, 0.713, -2.401], [2.284, 2.380, 0.213], [1.479, 1.564, 1.623], [-1.384, 2.094, 0.979], [-4.192, 0.996, 0.698]], "mulliken_charge": [-1.283, -0.899, -1.210, -1.136, -0.999, -0.292, -0.542, 0.460, 0.177, 0.348, 0.293, 0.363, 0.158, 0.301, 0.309, 0.310, 0.271, 0.437, 0.530, 0.265, 0.374, 0.406, 0.301, 0.357, 0.335, 0.395, 0.190, -0.218], "gap_ha": [0.2362, 0.2969], "e_above_lowest_ev": 6.0850, "mol_weight_g_mol": 161.40, "homo_energy_ha": [-0.2659, -0.3135]}